Molecular formula: C7H8
Method: DFT, ωB97M-V/def2-TZVPD

For the strongest force on any atom, the calculation gives 2.7 eV/A. The energy above the lowest of the compared OMol25 structures with the same formula, charge and spin is 16.1 kcal/mol. As for the expectation value of S²: 0.77. The value obtained for the total energy is -271.18208 a.u.

Geometry as ORCA input:
```
! RIJCOSX wB97M-V def2-TZVPD def2/J DEFGRID3
* xyz 1 2
C 0.4507 -1.2064 1.7862
C 0.7120 -0.6975 -0.6326
C 0.0791 -0.3547 0.6185
C -1.0350 0.4584 0.5657
C -1.0878 1.3986 -0.4586
C -0.2041 1.2411 -1.5570
C 0.7848 0.2557 -1.6313
H -0.3875 -1.9196 1.7987
H 0.6096 -0.6035 2.6830
H 1.3809 -1.7705 1.7365
H 1.1102 -1.6829 -0.8513
H -1.7374 0.4567 1.3909
H -1.6362 2.3302 -0.4965
H -0.4004 1.8817 -2.4088
H 1.3610 0.2128 -2.5434
*
```

Mulliken population analysis, charges in e, atoms 1 to 2:
1 C -1.277
2 C -0.126


Molecular formula: C7H8BNO6
Method: DFT, ωB97M-V/def2-TZVPD

For the strongest force on any atom, the calculation gives 0.5 eV/A. The value obtained for the total energy is -802.44244 a.u. As for the SMILES: O=C1C=C(O)C(=O)C=C1O.BCON=O.

Geometry as ORCA input:
```
! RIJCOSX wB97M-V def2-TZVPD def2/J DEFGRID3
* xyz 0 1
B 3.8141 -1.5852 2.0850
C 2.7127 -0.4739 2.2423
O 1.5415 -1.0160 2.9049
N 0.7604 -1.7171 1.9728
O 0.0532 -2.4803 2.5056
H 4.9226 -1.4311 2.4874
H 3.5250 -2.6008 1.5344
H 2.4109 -0.0934 1.2572
H 3.0124 0.3793 2.8456
C -1.5722 0.1225 -0.1093
C -2.6291 -0.0730 -0.9122
C -2.7365 0.5765 -2.2823
O -3.7373 0.3105 -2.9235
C -1.6754 1.4489 -2.7297
C -0.6241 1.6473 -1.9206
C -0.5096 0.9856 -0.5589
O 0.4968 1.2418 0.0821
O 0.4051 2.4247 -2.2130
O -3.6639 -0.8353 -0.6111
H -1.4828 -0.3302 0.8676
H -1.7645 1.9156 -3.7002
H 1.0059 2.3733 -1.4410
H -4.2652 -0.7901 -1.3834
*
```

Mulliken population analysis, charges in e, atoms 1 to 2:
1 B 0.175
2 C -0.124


Molecular formula: C7H8BeBr9F3NO5
Method: DFT, ωB97M-V/def2-TZVPD

For the strongest force on any atom, the calculation gives 5.4 eV/A. The value obtained for the total energy is -24182.36773 a.u.

Geometry as ORCA input:
```
! RIJCOSX wB97M-V def2-TZVPD def2/J DEFGRID3
* xyz 1 1
Be 0.6549 3.6006 -2.0424
N -0.4376 1.8936 0.0011
O 0.5099 2.6620 0.2409
O -0.7948 0.9978 0.7230
O -1.0391 2.1167 -1.1144
C -3.9208 -0.3643 -0.6273
Br -5.7658 0.1264 -0.0599
Br -4.0237 -1.0798 -2.4528
Br -3.2256 -1.7197 0.6432
H -3.2788 0.5078 -0.6175
C -1.2820 1.5491 4.2848
Br -2.0482 3.3366 4.6137
Br -2.1893 0.0904 5.1423
Br 0.6343 1.7010 4.5728
H -1.3906 1.4421 3.2122
C 0.6814 -1.8915 2.6034
Br -0.7897 -2.7732 3.5692
Br 1.2805 -2.9423 1.0703
Br 2.2235 -1.5482 3.7651
H 0.2396 -0.9512 2.2934
C 0.0327 -1.6989 -3.2959
C 0.5558 -0.3745 -2.6984
O 1.7834 -0.6390 -2.0119
C 2.5394 0.3506 -1.5906
O 2.2725 1.5177 -1.8350
C 3.8417 0.0085 -0.8315
F 4.8671 0.5532 -1.4614
F 3.7557 0.4789 0.3998
F 3.9659 -1.3173 -0.7758
H 0.0900 -2.4815 -2.5420
H 0.7662 -1.9507 -4.0623
H -0.9706 -1.5032 -3.6635
H -0.1740 -0.0566 -1.9525
H 0.6360 0.3590 -3.5002
*
```

Mulliken population analysis, charges in e, atoms 1 to 2:
1 Be 1.326
2 N 1.244


Molecular formula: C7H8BeN2O3S
Method: DFT, ωB97M-V/def2-TZVPD

For the strongest force on any atom, the calculation gives 12.9 eV/A. The value obtained for the total energy is -1019.04274 a.u.

Geometry as ORCA input:
```
! RIJCOSX wB97M-V def2-TZVPD def2/J DEFGRID3
* xyz 2 1
O 1.7033 -0.7272 -1.8323
C 0.9882 -0.2123 -1.0285
Be -0.1107 0.2701 0.1504
C -0.5177 1.0435 -1.3308
C 1.4637 0.7212 0.6682
O -0.7726 1.6108 -2.3185
O 2.5215 1.0776 1.0050
S -1.5251 0.1609 1.5200
C -2.0851 -1.4734 1.8311
N -1.5382 -2.1869 2.8233
C -2.2014 -3.3474 3.4334
C -3.0265 -4.0637 2.3874
C -3.9190 -3.1135 1.6306
N -3.1464 -1.9653 1.1801
H -0.8292 -1.6946 3.3615
H -2.8463 -3.0217 4.2651
H -1.4157 -3.9944 3.8386
H -3.6155 -4.8522 2.8581
H -2.3614 -4.5786 1.6948
H -4.7492 -2.7981 2.2729
H -4.3338 -3.5919 0.7444
H -3.5694 -1.3087 0.5375
*
```

Mulliken population analysis, charges in e, atoms 1 to 2:
1 O -0.132
2 C 0.682


Molecular formula: C7H8BrP
Method: DFT, ωB97M-V/def2-TZVPD

For the strongest force on any atom, the calculation gives 4.1 eV/A. The energy above the lowest of the compared OMol25 structures with the same formula, charge and spin is 20.2 kcal/mol. The value obtained for the total energy is -3186.85285 a.u. As for the SMILES: CPc1ccccc1Br.

Geometry as ORCA input:
```
! RIJCOSX wB97M-V def2-TZVPD def2/J DEFGRID3
* xyz 0 1
C 0.1017 -2.3898 0.2816
C 0.3902 -2.0187 1.5867
C 0.2294 -1.4433 -0.7178
C 0.5972 -0.6964 1.9318
C 0.3246 -0.0141 -0.3902
C 0.5125 0.2771 0.9399
C -1.1289 2.1583 -1.3662
P 0.2919 1.1937 -1.8290
Br 0.5657 2.1324 1.4467
H 0.0194 -3.3794 0.0706
H 0.4081 -2.8669 2.2822
H 0.0179 -1.5963 -1.8556
H 0.6033 -0.3362 2.9101
H -1.9335 2.0890 -2.2606
H -0.8099 3.1316 -1.2822
H -1.4714 1.7640 -0.4339
H 1.2819 1.9950 -1.3140
*
```

Mulliken population analysis, charges in e, atoms 1 to 2:
1 C -0.722
2 C -0.228


Molecular formula: C7H8Cl2Si
Method: DFT, ωB97M-V/def2-TZVPD

For the strongest force on any atom, the calculation gives 3.9 eV/A. The energy above the lowest of the compared OMol25 structures with the same formula, charge and spin is 115.3 kcal/mol. The value obtained for the total energy is -1481.35838 a.u. As for the SMILES: C=C=C/C=C\C=C\[SiH](Cl)Cl.

Geometry as ORCA input:
```
! RIJCOSX wB97M-V def2-TZVPD def2/J DEFGRID3
* xyz 0 1
C -0.5315 1.7145 -0.7472
C 0.8679 1.4926 -0.3535
C -1.6125 0.9950 -0.3612
C -1.5367 -0.3179 0.2941
C 1.3391 0.3222 0.0383
C 2.1636 -0.6762 0.2438
C -0.6024 -1.2661 0.0141
Si -0.1793 -2.9078 0.9249
Cl 0.6012 -2.1766 2.6800
Cl 1.3032 -3.6993 -0.2111
H -0.8237 2.6890 -1.1569
H 1.5949 2.3247 -0.2011
H -2.5458 1.1302 -0.8551
H -1.8356 -0.2695 1.4256
H 2.1699 -1.3244 1.0830
H 2.6564 -1.1375 -0.5971
H -0.1916 -1.3304 -1.0170
H -1.3120 -3.7864 1.2618
*
```

Mulliken population analysis, charges in e, atoms 1 to 2:
1 C -0.184
2 C -0.326


Molecular formula: C7H8ClPS
Method: DFT, ωB97M-V/def2-TZVPD

For the strongest force on any atom, the calculation gives 3.0 eV/A. The energy above the lowest of the compared OMol25 structures with the same formula, charge and spin is 11.1 kcal/mol. The value obtained for the total energy is -1471.23523 a.u.

Geometry as ORCA input:
```
! RIJCOSX wB97M-V def2-TZVPD def2/J DEFGRID3
* xyz 0 1
C -1.3634 -1.4559 -2.2639
C -0.4640 -0.4865 -2.5557
C -1.9319 -1.6289 -1.0139
C -0.0372 0.3862 -1.5429
C -1.5851 -0.7756 -0.0459
C -0.6120 0.2026 -0.3135
C 2.4401 1.7450 2.5234
P -0.0536 1.0502 1.2232
S 2.0131 1.1437 0.8622
Cl -0.1437 -0.9795 2.9979
H -1.8257 -1.9566 -3.0688
H -0.0188 -0.3754 -3.4938
H -2.6095 -2.3968 -0.8978
H 0.7401 1.1324 -1.7023
H -2.0639 -1.0668 0.9082
H 2.1946 2.7996 2.5403
H 3.5299 1.6662 2.6395
H 1.7909 0.9960 3.2038
*
```

Mulliken population analysis, charges in e, atoms 1 to 2:
1 C -0.435
2 C -0.594


Molecular formula: C7H8F2IN2O
Method: DFT, ωB97M-V/def2-TZVPD

For the strongest force on any atom, the calculation gives 4.1 eV/A. The value obtained for the total energy is -953.42837 a.u. As for the SMILES: CC(=O)c1c[nH+]c(C(F)(F)I)n1C.

Geometry as ORCA input:
```
! RIJCOSX wB97M-V def2-TZVPD def2/J DEFGRID3
* xyz 1 1
C -1.1408 -0.3047 -1.1291
C -0.0658 -0.1840 -0.2699
C 0.6940 -0.0106 -2.3468
C -0.0259 0.1834 1.1699
C -1.0086 -0.4660 2.0376
C 2.4070 0.2061 -0.5614
C 1.5809 0.2282 -3.8398
N 1.0699 0.0245 -1.0838
N -0.5840 -0.2566 -2.4078
O 0.6479 1.1102 1.4637
F 0.6807 0.1336 -4.7951
F 2.4291 -0.7525 -3.9643
I 2.4391 2.1873 -3.7037
H -2.2264 -0.4186 -0.9768
H -0.6948 -0.5313 3.1249
H -1.5634 -1.3519 1.8426
H -1.7018 0.3531 2.1540
H 3.0485 -0.2011 -1.2835
H 2.6017 1.1669 -0.4013
H 2.5586 -0.3956 0.3124
H -1.2235 -0.3583 -3.1764
*
```

Mulliken population analysis, charges in e, atoms 1 to 2:
1 C -0.537
2 C 0.393


Molecular formula: C7H8F2N4O2
Method: DFT, ωB97M-V/def2-TZVPD

For the strongest force on any atom, the calculation gives 5.1 eV/A. The value obtained for the total energy is -840.66450 a.u. As for the SMILES: NCc1ncc([N+](=O)[O-])c(N)c1C(F)F.

Geometry as ORCA input:
```
! RIJCOSX wB97M-V def2-TZVPD def2/J DEFGRID3
* xyz 0 1
C 1.3880 -1.7308 -0.3288
C -0.1943 0.4236 0.0017
C 1.1833 0.5704 0.1599
C 1.9694 -0.5464 -0.0706
C -0.6826 -0.8782 -0.2455
C -2.2205 -1.1510 -0.5082
C -1.2429 1.5576 0.0210
N 0.0881 -1.9477 -0.3998
N 1.7201 1.7601 0.6488
N -3.0343 -0.4456 0.4398
N 3.4010 -0.5636 0.0143
O 3.9903 0.4841 0.1368
O 4.0053 -1.6161 0.0966
F -1.8492 1.7254 -1.2055
F -0.7039 2.7714 0.2829
H 1.9417 -2.6291 -0.6943
H -2.3933 -0.8281 -1.4514
H -2.3514 -2.2883 -0.5167
H -2.0966 1.4458 0.7357
H 1.1620 2.5164 0.7674
H 2.7584 1.7860 0.6863
H -3.7757 0.1421 0.0378
H -3.0628 -0.5579 1.3918
*
```

Mulliken population analysis, charges in e, atoms 1 to 2:
1 C -0.171
2 C -0.014


Molecular formula: C7H8F3P
Method: DFT, ωB97M-V/def2-TZVPD

For the strongest force on any atom, the calculation gives 5.1 eV/A. The energy above the lowest of the compared OMol25 structures with the same formula, charge and spin is 0.0 kcal/mol. The value obtained for the total energy is -912.37391 a.u. As for the SMILES: C[C@@H]1C[C@H]1[C@@H](C#P)C(F)(F)F.

Geometry as ORCA input:
```
! RIJCOSX wB97M-V def2-TZVPD def2/J DEFGRID3
* xyz 0 1
C -0.5884 -0.4862 2.1882
C 0.0646 0.4720 -1.4786
C -0.8616 0.2822 0.9803
C 0.3071 0.1233 -0.0019
C 0.2396 -0.9680 -1.1055
C 1.4766 -1.8244 -1.3959
C -0.9905 1.8019 1.3069
F -1.9523 1.9692 2.2766
F 0.1725 2.3406 1.7684
F -1.2904 2.5637 0.2248
P -0.3849 -1.0496 3.6281
H -0.6696 -1.4065 -0.9865
H -0.9224 0.8015 -1.9482
H 0.8206 0.8922 -1.9327
H -1.7994 0.1587 0.5334
H 1.3651 0.1649 0.3642
H 1.1778 -2.4384 -2.3455
H 1.5619 -2.3707 -0.5349
H 2.2738 -1.0264 -1.5412
*
```

Mulliken population analysis, charges in e, atoms 1 to 2:
1 C -0.505
2 C -0.878


Molecular formula: C7H8FIP2
Method: DFT, ωB97M-V/def2-TZVPD

For the strongest force on any atom, the calculation gives 2.5 eV/A. The energy above the lowest of the compared OMol25 structures with the same formula, charge and spin is 3.8 kcal/mol. The value obtained for the total energy is -1351.71110 a.u.

Geometry as ORCA input:
```
! RIJCOSX wB97M-V def2-TZVPD def2/J DEFGRID3
* xyz 0 1
C 0.4744 2.2951 0.7047
C 1.4178 1.4680 0.0931
C -0.8768 2.1626 0.4316
C 1.0213 0.4767 -0.8076
C -1.2545 0.9956 -0.2282
C -0.3404 0.1839 -0.8478
C -0.9349 -1.1109 -1.4651
F 1.0559 -3.4853 -0.3068
P 0.8435 -2.2491 0.7515
P -1.2210 -2.0914 0.0667
I 0.1782 -0.5249 3.3096
H 0.8103 2.7709 1.6032
H 2.4985 1.5098 0.3574
H -1.6646 2.8793 0.7094
H 1.7221 -0.1780 -1.1901
H -2.2352 0.6886 -0.6661
H -0.1720 -1.7573 -2.0216
H -1.8030 -0.8655 -2.1446
H 0.4803 -3.1682 1.6506
*
```

Mulliken population analysis, charges in e, atoms 1 to 2:
1 C -0.458
2 C -0.223


Molecular formula: C7H8FN
Method: DFT, ωB97M-V/def2-TZVPD

For the strongest force on any atom, the calculation gives 5.8 eV/A. The energy above the lowest of the compared OMol25 structures with the same formula, charge and spin is 59.9 kcal/mol. The value obtained for the total energy is -425.98576 a.u.

Geometry as ORCA input:
```
! RIJCOSX wB97M-V def2-TZVPD def2/J DEFGRID3
* xyz 0 1
C -2.4344 -0.8200 -0.3476
C -1.0451 -1.1373 -0.6771
C -2.4346 0.2537 0.4941
C -0.0457 -0.5213 -0.0800
C 2.1876 0.2392 -0.8712
C 1.8858 0.9438 0.4239
C 1.3187 -0.4250 0.1917
N -1.3192 0.5687 1.0851
F 1.8880 -1.3096 1.0255
H -3.3250 -1.0964 -1.0215
H -0.7739 -1.7569 -1.5719
H -3.3431 0.5831 0.9203
H 1.6102 0.4441 -1.7422
H 3.1968 0.0165 -0.8457
H 2.7388 0.9646 1.0218
H 1.0824 1.6796 0.4234
H -1.1873 1.3733 1.5712
*
```

Mulliken population analysis, charges in e, atoms 1 to 2:
1 C -0.637
2 C -0.034